Record 1
Entry from the Open Molecules 2025 dataset: 2 unconnected molecules or ions with the total composition C6H15NSi (ωB97M-V/def2-TZVPD).

Each line ends with the Mulliken charge.
Atoms and positions in Å:
H -1.01781 1.28135 1.97702  0.23
H -1.75060 -0.58706 -1.68712  0.29
C 0.32687 -0.19507 -4.09357  -0.36
H -1.21389 2.17858 4.50070  0.29
C 1.87982 -0.44570 0.53802  -1.05
H 1.35342 -0.32848 -4.43075  0.27
H -2.03038 0.10661 -3.30140  0.45
H 0.48963 2.15344 3.93350  0.34
H 0.37751 0.30005 2.59734  -0.13
Si 0.86679 -1.57239 -1.72291  -0.12
H -1.45013 -0.00740 3.21739  0.28
H 2.77730 -0.77977 0.14314  0.28
C -0.65992 0.72322 2.95448  -0.26
N -0.19323 -0.58302 -2.89645  0.14
H -0.45931 -0.12538 -4.92993  0.21
H 2.11083 -1.34470 -2.36987  -0.16
H -0.04517 1.02394 5.11250  0.29
H -2.08553 -1.71691 -3.00149  0.23
H -0.01504 -0.24625 0.48313  0.10
C -1.63305 -0.66138 -2.69531  -0.93
C 0.74859 -0.66918 -0.08056  0.44
C -0.33788 1.57588 4.23282  -1.03
H 1.96118 -0.08039 1.51934  0.20

Atoms 1-3, force components in eV/Å:
0.51 -0.50 2.33
-0.96 0.62 2.78
-3.56 -1.14 0.08

Calculated values
E_HOMO (alpha / beta), eV: -6.8 / -6.4
Energy above the lowest of the compared OMol25 structures with the same formula, charge and spin, eV: 4.4408
Lowest unoccupied orbital energy (alpha / beta), eV: 0.23 / -0.51
Molar mass, g mol⁻¹: 129.3

Record 2
Entry from the Open Molecules 2025 dataset: 2 unconnected molecules or ions with the total composition C6H15O2 (ωB97M-V/def2-TZVPD).

Each line ends with the Löwdin spin population.
Atoms and positions in Å:
H -0.43985 -3.50219 1.13177  0.00
H -1.70435 1.99533 -0.79392  0.01
C -0.49254 -2.71507 1.78732  0.00
C -0.09103 0.76183 0.34727  0.00
O 3.22636 1.29528 -3.84604  0.39
H 0.78829 -1.32021 0.57206  0.00
H 3.79694 1.02842 -3.09233  0.15
H 1.79885 1.97594 -0.08298  0.04
H -1.66067 -0.80354 1.82080  0.00
C -1.51998 1.41812 0.13749  0.02
C -1.23438 -1.43753 1.08122  0.00
H -0.92698 -2.95754 2.70818  0.00
H -1.95266 2.18251 0.91718  0.00
H 2.27565 1.08742 -3.65042  0.12
H 0.34433 2.61700 -0.77515  0.03
O 0.79271 -2.44222 1.99081  0.00
C 0.88723 1.63161 -0.50985  0.14
H -2.11470 -1.78896 0.44930  0.00
C -0.13651 -0.78288 0.15974  0.02
H 1.14569 1.21245 -1.43324  0.05
H -0.23483 -1.05600 -0.90322  0.02
H -0.14693 0.79277 1.53127  0.00
H -2.40062 0.80749 0.45272  0.00

Atoms 1-3, force components in eV/Å:
-1.41 -2.70 -2.13
0.14 -0.97 0.14
0.98 3.28 -0.62

Calculated values
E_HOMO (alpha / beta), eV: 3.4 / -0.1
Energy above the lowest of the compared OMol25 structures with the same formula, charge and spin, eV: 2.5727
Lowest unoccupied orbital energy (alpha / beta), eV: 6.14 / 6.04
Spin multiplicity: 2
Charge: -2
Molar mass, g mol⁻¹: 119.2
Expectation value of S²: 0.75

Record 3
Entry from the Open Molecules 2025 dataset: C6H15P in the gas phase (ωB97M-V/def2-TZVPD).

Each line ends with the Mulliken charge.
Atoms and positions in Å:
C -1.60217 0.68296 2.38677  -1.05
C 0.09914 -0.15627 -1.23506  0.89
C 0.61686 -0.83999 2.34086  -1.04
H 2.11875 -1.02278 -1.03691  0.28
H 1.04141 1.54913 -0.30419  0.48
H 0.75379 -0.66749 3.38399  0.38
H 1.44966 -1.04392 -2.63762  0.29
H -0.79279 1.34490 -2.77332  0.30
C -0.86667 0.29551 -2.33659  -1.47
H -1.91595 0.16931 -1.98852  0.39
H 2.43984 0.44506 -1.86790  0.32
P 0.19781 0.90543 1.98136  0.11
H -0.08671 -1.54787 1.95583  0.31
H -0.26614 -1.12383 -0.92084  0.22
H -2.16305 -0.01404 1.74803  0.31
C 0.17728 0.99497 -0.07490  -1.45
C 1.57499 -0.31536 -1.76104  -1.16
H 1.56714 -1.14014 1.84671  0.32
H -2.29043 1.58772 2.25773  0.34
H -0.76440 -0.46068 -3.14841  0.37
H -1.40405 0.46186 3.38294  0.35
H -0.64621 1.60795 -0.20706  0.53

Atoms 1-3, force components in eV/Å:
-0.98 2.11 -2.80
1.67 3.16 0.94
1.47 0.75 -1.51

Calculated values
E_HOMO, eV: -8.6
Energy above the lowest of the compared OMol25 structures with the same formula, charge and spin, eV: 1.2126
Lowest unoccupied orbital energy, eV: 1.05
Molar mass, g mol⁻¹: 118.2

Record 4
Entry from the Open Molecules 2025 dataset: 2 unconnected molecules or ions with the total composition C6H16 (ωB97M-V/def2-TZVPD).

Each line ends with the Mulliken charge.
Atoms and positions in Å:
H 1.25584 -3.01974 -2.08134  0.32
H -1.65249 1.95069 1.37906  0.30
C -0.98834 -0.76114 -2.48590  -1.15
H -0.94395 -0.17094 2.86537  0.30
C 0.98346 -2.08761 -1.58707  -1.08
H 0.79246 -1.25520 -3.58015  0.32
H 1.19780 2.01828 2.57135  0.28
H -1.50484 -1.71314 -2.58281  0.34
H -0.62821 3.29701 1.29284  0.32
H 0.47415 -0.36230 1.81870  0.20
H -1.21432 -0.29523 -1.53192  0.25
H 1.02717 -0.05552 -2.34624  0.24
H -1.33157 -0.13923 -3.31334  0.34
H -0.17844 1.82052 0.40740  0.20
C 0.08525 0.15739 2.69413  -1.01
H 0.22866 -2.32703 -0.83714  0.31
C 0.16117 1.66846 2.55090  -0.14
C 0.53425 -1.00236 -2.55387  -0.18
H 1.87248 -1.80250 -1.01608  0.29
H 0.68018 -0.21518 3.52719  0.33
C -0.58077 2.20086 1.34646  -1.02
H -0.26994 2.09391 3.46244  0.25

Atoms 1-3, force components in eV/Å:
-0.18 -0.03 -0.13
0.28 -0.39 0.03
0.71 -0.23 -0.34

Calculated values
E_HOMO, eV: -11.4
Energy above the lowest of the compared OMol25 structures with the same formula, charge and spin, eV: 0.2802
Lowest unoccupied orbital energy, eV: 1.09
Molar mass, g mol⁻¹: 88.2

Record 5
Entry from the Open Molecules 2025 dataset: 2 unconnected molecules or ions with the total composition C6H16 (ωB97M-V/def2-TZVPD).

Each line ends with the Mulliken charge.
Atoms and positions in Å:
H -1.26383 -3.01289 2.15108  0.33
C -1.01115 -2.32151 1.35118  -1.13
C -0.17996 -1.14877 1.84351  -0.20
H 1.82982 1.31751 -2.66055  0.34
H -0.42888 2.38785 -2.11302  0.29
H -0.04193 -0.51996 -0.97436  0.20
C -1.02116 0.14956 1.96883  -1.11
H -0.42074 1.03415 2.16369  0.30
H 0.26053 2.73322 -0.47423  0.29
H 0.43226 -1.30424 2.72345  0.41
H -1.58043 0.19611 1.03580  0.29
H -1.74462 0.03545 2.78296  0.34
C 0.45916 2.37587 -1.48519  -1.10
H 0.65225 -0.98246 1.13779  0.15
H -0.52707 -2.88861 0.54355  0.31
H 1.42100 -0.95439 -2.08996  0.31
C 0.64433 -0.25371 -1.77769  -1.12
C 1.30419 1.12787 -1.73522  -0.15
H 1.18571 3.15841 -1.74532  0.33
H -1.92331 -1.98889 0.85658  0.32
H -0.07803 -0.26422 -2.62520  0.38
H 2.03186 1.12364 -0.87770  0.21

Atoms 1-3, force components in eV/Å:
-0.19 -0.07 -0.01
0.14 -0.48 -0.33
0.91 1.16 -0.71

Calculated values
E_HOMO, eV: -11.0
Energy above the lowest of the compared OMol25 structures with the same formula, charge and spin, eV: 0.8919
Lowest unoccupied orbital energy, eV: 1.13
Molar mass, g mol⁻¹: 88.2

Record 6
Entry from the Open Molecules 2025 dataset: 2 unconnected molecules or ions with the total composition C6H16 (ωB97M-V/def2-TZVPD).

Each line ends with the Mulliken charge.
Atoms and positions in Å:
C 1.45022 2.02236 -1.26363  -0.61
H -1.54074 -0.95956 2.17260  0.44
H 1.16389 3.02962 -1.51512  0.31
C -0.59384 -1.07888 0.26414  1.12
H -0.02758 -0.23228 2.13523  0.30
H -0.82054 -2.92926 1.35345  0.39
C -1.46363 -0.58647 -0.92823  -1.80
H 2.62532 2.88963 0.35125  0.36
H 1.12435 2.15987 0.87246  0.20
H 2.53714 1.16240 0.48176  0.27
C -0.94863 -0.29461 1.54648  -1.43
C 1.96300 2.04378 0.17785  -0.85
C -0.72513 -2.59042 0.31640  -1.38
H 0.66943 1.28075 -1.39626  0.06
H -1.15684 -1.10247 -1.83850  0.35
H 2.26138 1.73939 -1.94165  0.25
H 0.37598 -0.75720 -0.06245  0.10
H -2.50036 -0.87807 -0.70558  0.52
H 0.14318 -3.11871 -0.07917  0.32
H -1.57092 0.47669 -1.12790  0.42
H -1.63820 -2.97216 -0.13135  0.32
H -1.32748 0.69559 1.31821  0.31

Atoms 1-3, force components in eV/Å:
1.15 -0.46 0.39
-0.86 0.57 -0.01
-0.57 0.18 -0.35

Calculated values
E_HOMO, eV: -10.9
Energy above the lowest of the compared OMol25 structures with the same formula, charge and spin, eV: 0.5937
Lowest unoccupied orbital energy, eV: 1.09
Molar mass, g mol⁻¹: 88.2

Record 7
Entry from the Open Molecules 2025 dataset: 2 unconnected molecules or ions with the total composition C6H16 (ωB97M-V/def2-TZVPD).

Each line ends with the Mulliken charge.
Atoms and positions in Å:
H 2.37539 0.93485 1.71050  0.36
C 0.42080 1.00387 0.64982  0.94
H 0.99751 0.99810 2.79685  0.39
H -2.43786 -1.51763 -1.30545  0.28
H 0.24160 1.50883 -1.42608  0.33
H -0.14765 -3.42115 -1.21446  0.23
H 1.89519 1.67287 -0.75433  0.40
H -0.25721 3.09171 0.17681  0.38
C -0.76424 -2.72458 -1.78039  -0.86
H -2.10378 -2.69215 -0.08350  0.31
C 1.32800 0.64782 1.80867  -1.46
H -0.10860 -1.97621 -2.24108  0.26
H 0.96942 0.04618 -1.13185  0.25
C 1.00103 1.07108 -0.75390  -1.29
H 0.82569 2.94529 1.53826  0.36
C -1.60857 -1.96592 -0.74914  -0.46
H -1.04814 -1.30052 -0.08059  -0.07
H -0.50634 0.45029 0.80285  0.04
C -0.04822 2.50125 1.06897  -1.42
H 1.39695 -0.44327 1.97493  0.34
H -1.36628 -3.27138 -2.49699  0.34
H -1.05470 2.44068 1.49011  0.36

Atoms 1-3, force components in eV/Å:
-0.03 0.45 -0.29
-1.04 3.35 1.77
-0.22 0.29 -0.48

Calculated values
E_HOMO, eV: -10.4
Energy above the lowest of the compared OMol25 structures with the same formula, charge and spin, eV: 1.1653
Lowest unoccupied orbital energy, eV: 1.04
Molar mass, g mol⁻¹: 88.2

Record 8
Entry from the Open Molecules 2025 dataset: 2 unconnected molecules or ions with the total composition C6H16BNO5PS (ωB97M-V/def2-TZVPD).

Each line ends with the Mulliken charge.
Atoms and positions in Å:
C 2.23762 0.33527 3.71391  0.30
H -1.23172 4.27463 3.14708  0.34
C -1.55409 -3.95578 -4.30988  -0.93
O -0.37221 -1.87015 -3.45400  -0.25
H -1.01866 -0.28925 -2.26712  0.29
H 3.32697 0.03198 3.64463  0.38
H -0.57944 -4.23945 -4.70450  0.32
H 2.22447 2.41774 1.74799  0.27
H -2.12104 -4.84790 -4.04648  0.37
O -2.57345 -2.42554 -2.45017  -0.64
H -2.01990 0.21847 2.63414  0.18
O -0.30682 4.26113 3.49848  -0.46
B 0.38832 3.13099 2.96124  0.31
H -0.64809 1.74622 4.26295  0.45
C -0.09119 -0.72007 -2.65700  -0.38
C 1.12751 0.85878 3.74951  -0.69
S -1.31945 -3.01672 -2.83021  1.20
C 1.56738 3.32984 1.86673  -0.78
H 1.04814 3.51851 0.86582  0.32
H 2.18771 4.21636 2.20978  0.27
C 0.88273 -1.03134 -1.53541  -0.90
N -0.02815 1.72702 3.43257  0.01
H -1.36871 1.89997 1.07823  0.19
O 0.07184 -0.01569 1.40375  -0.42
H 0.35506 0.02528 -3.31964  0.28
P -0.91827 0.93301 2.04214  0.31
H 1.15704 -0.12335 -0.99529  0.30
H 0.44727 -1.72733 -0.81647  0.31
O -0.54951 -3.80658 -1.91305  -0.59
H 1.78735 -1.49954 -1.93002  0.32
H -2.10870 -3.35652 -5.02971  0.32

Atoms 1-3, force components in eV/Å:
-1.13 1.40 -0.13
0.72 0.37 0.80
0.09 0.13 -0.12

Calculated values
E_HOMO, eV: -12.7
Lowest unoccupied orbital energy, eV: -4.46
Charge: +1
Molar mass, g mol⁻¹: 256.0

Record 9
Entry from the Open Molecules 2025 dataset: a molecular structure, C6H16BrMnO2 (ωB97M-V/def2-TZVPD).

Each line ends with the Löwdin spin population.
Atoms and positions in Å:
H -2.25401 15.63415 -0.77181  0.00
Mn 2.48137 17.25975 -0.87899  4.84
C -1.83858 16.51584 -1.25979  0.00
Br 1.90878 19.67366 -0.19077  0.09
H -1.51647 17.65601 1.30070  0.00
O 0.57501 16.31025 -0.95730  0.05
H 4.96320 23.51927 1.25860  0.00
H 2.35498 24.37212 -1.16126  0.00
O 1.76980 23.06448 1.18385  0.00
H -0.48834 18.08207 -0.91274  0.00
H 0.26974 15.40391 -1.04075  0.00
C -0.65729 17.10126 0.92365  0.00
H 4.16050 22.02080 1.48160  0.00
H 2.78066 22.74199 -1.00980  0.00
H 1.87945 22.13742 0.95993  0.00
H 2.82735 24.87345 1.07825  0.00
H -2.51622 17.36762 -1.20162  0.00
C 4.01823 23.09518 1.59813  0.00
C -0.60890 17.04413 -0.60252  0.00
H 3.93143 23.37593 2.64777  0.00
C 3.07371 23.72935 -0.65296  0.00
H 4.07039 23.96989 -1.02293  0.00
C 2.91928 23.80668 0.87416  0.00
H -1.64684 16.33906 -2.31813  0.00
H -0.67127 16.07178 1.28152  0.00
H 0.26920 17.55249 1.27880  0.00

Atoms 1-3, force components in eV/Å:
-0.06 0.02 -0.05
-1.46 1.81 0.62
0.06 0.20 -0.29

Calculated values
E_HOMO (alpha / beta), eV: -11.8 / -11.8
Energy above the lowest of the compared OMol25 structures with the same formula, charge and spin, eV: 0.4555
Lowest unoccupied orbital energy (alpha / beta), eV: -6.49 / -6.63
Spin multiplicity: 6
Charge: +1
Molar mass, g mol⁻¹: 255.0
Expectation value of S²: 8.76

Record 10
Entry from the Open Molecules 2025 dataset: 2 unconnected molecules or ions with the total composition C6H16ClIOP (ωB97M-V/def2-TZVPD).

Each line ends with the Mulliken charge.
Atoms and positions in Å:
H 0.63060 4.63485 1.34092  0.41
H 0.05937 3.31186 2.38032  0.29
O 0.61163 1.34175 0.67062  -0.82
H -0.08078 -3.95143 0.65953  0.37
Cl 1.59751 -2.31390 -3.25764  -0.51
H 1.14888 -1.94739 -0.73026  0.11
C 1.12092 2.59188 0.63173  0.36
H -1.27010 -0.63964 -0.59107  0.34
I -3.59722 -2.59801 0.72553  -0.06
H -1.44073 -4.08355 -0.42262  0.46
C 1.36123 3.08827 -0.81043  -1.33
C -1.43734 -2.29165 0.82650  0.01
H 0.40756 3.10082 -1.34797  0.31
H -0.73711 -2.30837 -2.18204  0.09
H -0.76205 3.64021 0.84443  0.30
C -1.10837 -0.87025 0.46162  -1.54
C -0.73036 -3.37114 -0.00282  -0.97
H 0.73628 -4.10656 -1.67918  0.06
H -1.21179 -2.44593 1.87738  0.41
P 0.32723 -2.80194 -1.44813  0.33
H -0.07850 -0.60520 0.71323  0.42
H 2.11959 2.68446 1.14204  0.12
H 2.03386 2.39875 -1.32496  0.29
H 1.80001 4.09483 -0.85010  0.40
H -1.71271 -0.17156 1.03030  0.50
C 0.21242 3.61884 1.34308  -1.34

Atoms 1-3, force components in eV/Å:
0.01 -0.01 -0.02
-0.03 -0.03 -0.01
0.06 0.00 0.02

Calculated values
E_HOMO, eV: -3.0
Lowest unoccupied orbital energy, eV: 2.44
Charge: -1
Molar mass, g mol⁻¹: 297.5